Below is a molecular structure, C14H10FN3O3S at a distorted geometry, with properties calculated with ωB97M-V/def2-TZVPD.

```
32
Properties=species:S:1:pos:R:3:mulliken_charge:R:1
S 0.62596 -4.81029 -3.60021 0.192
F 0.53924 0.15925 -0.69963 -0.247
O 3.42939 3.23490 5.35195 -0.602
O 2.27470 1.49945 5.90965 -0.599
O -0.90211 1.70037 -1.56182 -0.486
N -0.82326 -5.16665 -2.85963 -0.568
N 2.59837 2.37260 5.12282 0.992
N 0.68587 -3.11900 -3.57359 -0.623
C 1.71298 3.33315 1.62033 -0.654
C -2.76402 -3.75203 -1.84061 -0.749
C -1.44792 -3.96260 -2.52495 0.475
C 0.97917 1.43066 3.51690 -0.287
C -3.23945 -2.39396 -1.59345 -0.505
C 2.31517 3.34053 2.87152 -0.266
C -1.06268 -1.46022 -2.69910 0.589
C -0.25857 0.71198 -1.71618 0.558
C -0.53094 -2.84005 -2.97352 0.616
C -2.36181 -1.24401 -2.04049 -0.446
C 0.37963 1.43155 2.26483 -0.459
C -0.25948 -0.13113 -3.05570 -0.550
C 1.94690 2.38392 3.80897 -0.028
C 0.74926 2.37847 1.31719 -0.163
H -4.21522 -2.19928 -1.07371 0.361
H -0.37424 0.69104 2.02497 0.386
H 0.79903 -0.41077 -3.32395 0.369
H 3.06480 4.08841 3.09755 0.437
H -2.71159 -0.19550 -1.82752 0.361
H 0.68623 0.68652 4.24693 0.428
H -0.75606 0.43524 -3.89017 0.305
H 1.99724 4.07061 0.87884 0.382
H -3.36222 -4.63553 -1.51769 0.359
H 0.28563 2.37236 0.33949 0.420
```

Properties
- Lowest unoccupied orbital energy: -1.42 eV
- Highest occupied orbital energy: -9.27 eV
- Net charge: 0